7
Properties=species:S:1:pos:R:3:forces:R:3 method="wB97M-V/def2-TZVPD" e_above_lowest_kj_mol=36.71 largest_force_ev_per_a=1.5 e_tot_ha=-969.62072 gap_ev=9.62
N -0.88062 1.70447 0.02377 -0.87 0.17 0.07
N 1.29786 0.22928 -0.02361 0.18 0.78 0.22
S 0.55426 1.76357 0.12698 0.91 -1.18 -0.19
Cl -3.97114 -0.11720 -0.01835 -0.07 -0.09 0.02
H -2.82560 -0.27444 0.53022 0.05 0.16 -0.06
H 2.29272 0.19577 -0.17669 0.16 0.10 0.01
H 0.80181 -0.59627 -0.31725 -0.36 0.06 -0.06